Entry 1:
138
Properties=species:S:1:pos:R:3:forces:R:3 method="wB97M-V/def2-TZVPD" relative_energy_ev=2.408 homo_ev=-1.900 total_energy_ev=-100028.703 spin_multiplicity=1 homo_lumo_gap_ev=5.50 charge=-2
Ba 0.051354 1.025814 -0.694707 -0.0396 -5.1141 2.6720
C 3.674048 0.855413 6.486785 0.0358 -0.0439 0.0791
C 3.184833 1.930772 5.507649 -0.0973 0.0183 0.0002
C 3.384878 3.319543 6.133961 -0.0540 0.0601 0.0270
C 4.052684 1.853605 4.252850 0.0033 -0.0164 -0.0433
C 1.693075 1.711735 5.215929 0.0246 -0.0452 -0.1002
C 0.776035 1.761643 6.283407 -0.0080 0.0120 0.0171
C -0.579872 1.575247 6.092038 0.0002 -0.0396 -0.0015
C -1.049420 1.324551 4.804415 -0.0420 0.0382 0.2561
S -2.654193 1.059879 4.236847 -0.1088 -0.0921 -0.0976
C -2.031413 0.846608 2.578738 0.1155 -0.0307 -0.0504
N -0.736251 0.967281 2.498192 -0.3817 -0.0044 0.0561
C -0.164992 1.253094 3.732180 0.1158 -0.1715 -0.5782
C 1.206312 1.456210 3.942340 0.0130 0.0446 0.0296
C -2.991675 0.530648 1.478009 0.3209 0.1094 0.4454
C -4.367253 0.572685 1.761364 -0.0312 -0.0317 -0.0390
C -5.283116 0.255190 0.772911 0.1802 -0.0506 -0.0496
C -4.807061 -0.094623 -0.495135 -0.0800 0.0192 0.0908
C -3.441904 -0.100787 -0.744778 0.0407 -0.1193 0.0656
C -2.458023 0.198564 0.222027 -0.4960 0.0527 0.0435
H 4.729144 1.020771 6.736548 -0.0861 -0.0200 -0.0301
H 3.577840 -0.139622 6.040922 -0.0041 0.0697 0.0373
H 3.099165 0.865594 7.416562 0.0430 -0.0096 -0.0563
H 4.446963 3.494031 6.338029 -0.0590 -0.0109 -0.0117
H 2.836510 3.420148 7.075298 0.0442 -0.0061 -0.0785
H 3.030739 4.100117 5.453202 0.0417 -0.0748 0.0515
H 5.098186 2.037579 4.521744 -0.0616 -0.0192 -0.0179
H 3.765112 2.601240 3.513034 0.0159 -0.0284 0.0505
H 3.996881 0.869357 3.781433 0.0092 0.0670 0.0399
H 1.133039 1.961305 7.288235 -0.0124 -0.0244 -0.0320
H -1.262160 1.613685 6.934248 0.0207 0.0321 -0.0424
H 1.857757 1.417985 3.077944 -0.0399 0.0022 0.0773
H -4.739448 0.869728 2.740434 0.0422 -0.0392 -0.0432
H -6.347279 0.286093 0.978920 0.0150 0.0144 -0.0063
H -5.512637 -0.350858 -1.284673 0.0430 0.0486 0.0624
H -3.119289 -0.377208 -1.752715 -0.0390 0.0394 0.0604
C 2.822356 -0.436428 1.482823 0.1602 -0.1920 -0.5794
C 3.736113 -1.303918 0.637529 -0.1279 0.1458 0.1011
C 4.950328 -0.812113 0.167124 -0.0735 -0.0293 0.1034
C 5.758961 -1.571316 -0.662345 0.0003 -0.0222 -0.0184
C 5.343267 -2.836448 -1.054796 0.1341 0.0168 -0.0462
C 4.140667 -3.363374 -0.608199 -0.0526 -0.0888 0.0730
C 3.677097 -4.733419 -1.032289 -0.0443 0.0839 0.0265
C 3.361778 -2.601760 0.268383 -0.2206 -0.2152 -0.1592
N 2.111146 -3.131465 0.696693 0.2286 0.2850 0.4736
C 1.967327 -3.387308 1.931212 0.1420 -0.0743 -0.1206
C 3.048570 -3.415449 2.988845 -0.0454 0.1805 -0.0273
C 0.602453 -3.705321 2.471877 0.1677 -0.3333 -0.0742
C 0.270432 -5.160964 2.678341 -0.0797 -0.0554 -0.1194
N -0.113708 -2.723758 2.803843 -0.1222 0.0843 0.1473
C -1.377828 -2.961306 3.400116 0.2625 0.2819 0.1197
C -2.478162 -3.223324 2.590193 -0.2133 0.0833 -0.3235
C -2.311452 -3.268817 1.088788 -0.0030 -0.0310 0.2253
C -3.715730 -3.382973 3.208511 -0.0051 -0.0397 -0.0135
C -3.851850 -3.284184 4.586835 0.1356 0.0458 -0.0271
C -2.737137 -3.001768 5.368329 -0.0444 0.0183 -0.0012
C -1.486508 -2.827085 4.787731 0.0570 -0.0055 0.0205
C -0.266539 -2.490260 5.612505 -0.0787 0.0055 -0.1165
H 2.957301 0.618535 1.219825 0.0822 -0.0957 0.0409
H 3.015406 -0.547826 2.549652 -0.0468 -0.0565 0.0474
H 1.780936 -0.699031 1.289220 -0.0333 0.0121 0.1585
H 5.244065 0.196622 0.439138 -0.0123 -0.0562 -0.0102
H 6.696173 -1.165531 -1.027500 -0.0522 -0.0178 0.0020
H 5.957957 -3.428615 -1.726110 -0.0291 0.0469 -0.0053
H 4.250627 -5.086943 -1.890829 -0.0167 0.0206 0.0334
H 2.618052 -4.709903 -1.300058 0.0367 0.0209 -0.0105
H 3.782992 -5.462610 -0.222024 0.0082 0.0271 -0.0151
H 4.039931 -3.328018 2.549119 0.0143 0.0163 0.0059
H 2.986719 -4.345882 3.560659 -0.0430 0.0348 -0.0329
H 2.891821 -2.591421 3.691617 -0.0034 -0.0426 -0.0155
H 0.539200 -5.737736 1.790258 0.0011 0.0309 0.0313
H -0.790818 -5.286518 2.890364 0.0566 -0.0366 -0.0073
H 0.838615 -5.559164 3.524226 0.0274 0.0109 -0.0337
H -1.696732 -4.120237 0.773505 -0.0356 0.0512 0.0425
H -1.810921 -2.365947 0.723270 -0.0804 -0.0564 -0.0112
H -3.282579 -3.351572 0.601123 0.0107 0.0548 -0.0075
H -4.585209 -3.572038 2.587635 0.0212 0.0368 0.0236
H -4.826613 -3.398209 5.047214 0.0326 0.0050 -0.0122
H -2.836307 -2.889233 6.444133 -0.0143 -0.0096 -0.0487
H -0.551197 -2.194655 6.623541 -0.0059 -0.0264 -0.0271
H 0.293901 -1.668586 5.156468 -0.0614 -0.0071 0.0152
H 0.418585 -3.342580 5.684667 -0.0324 0.0254 -0.0063
O -0.198383 -1.511645 -1.057948 -0.4226 -0.6153 0.3394
N 0.361056 -2.042152 -2.019596 0.6691 -0.2903 -0.6066
N 1.448075 -1.436569 -2.409920 0.2629 -0.2009 -0.0932
O 1.934859 -0.342247 -1.832511 0.0047 -0.9486 -0.6142
C 2.095051 -1.982232 -3.563987 -0.1397 0.3732 0.5776
C 1.824500 -3.265675 -4.031416 -0.0272 -0.1020 -0.0353
C 2.480316 -3.726538 -5.162231 0.0231 0.0492 0.0003
C 3.406930 -2.923934 -5.824969 -0.0555 -0.0101 0.0622
C 3.676100 -1.653685 -5.333763 -0.0455 0.0356 0.0667
C 3.024889 -1.178125 -4.200592 0.2523 0.0418 -0.2240
H 1.104552 -3.879302 -3.507987 0.0249 0.0257 -0.0397
H 2.266235 -4.725256 -5.529012 0.0098 0.0514 0.0174
H 3.907685 -3.286739 -6.715203 0.0036 -0.0001 0.0357
H 4.394999 -1.016366 -5.836974 -0.0227 -0.0266 0.0146
H 3.215502 -0.193003 -3.794151 -0.0284 -0.0906 -0.0412
O -3.443019 5.306827 -3.076891 -0.2975 0.1095 -0.1370
C -2.811850 4.413596 -2.570826 0.5217 -0.5148 0.3327
C -2.593862 4.177671 -1.076936 0.3879 -0.4141 -0.3516
O -3.261456 4.638375 -0.181395 -0.0925 0.2297 0.2535
C -1.368782 3.329734 -0.975152 -0.3487 0.6048 -0.5827
C -0.959912 2.933345 -2.295990 -0.3293 0.7536 -0.3513
O 0.162497 2.318286 -2.551516 -0.6471 1.9035 -2.1303
C -1.969409 3.360779 -3.289289 0.1480 0.0139 0.7087
O -2.098686 3.008288 -4.442254 0.0822 0.0404 -0.3864
O -0.714385 3.056021 0.083604 -1.2492 2.5845 0.5451
C 4.767244 3.471435 0.892745 -0.0856 0.0829 -0.0197
C 3.553043 4.343064 0.554632 -0.0555 -0.1201 0.3133
C 2.811372 4.673160 1.862105 0.1119 0.0074 -0.0859
Sb 2.099681 3.327442 -0.786927 2.1366 1.7406 -0.1388
C 1.239523 5.230291 -1.479045 0.0848 0.1944 0.1063
C 2.167026 6.198086 -2.223085 -0.1652 -0.0755 0.1135
C 0.559051 5.985747 -0.324312 -0.0323 -0.1094 -0.0468
C 3.538428 2.880717 -2.406042 0.2897 0.2092 0.0352
C 4.346143 1.631917 -2.041176 -0.1251 -0.0885 -0.1204
C 4.537126 3.971128 -2.826590 -0.0686 -0.1797 0.0911
H 5.357871 3.926242 1.701308 -0.0376 -0.0290 0.0004
H 5.434675 3.329789 0.043592 -0.0124 0.0337 -0.0178
H 4.463475 2.475916 1.240030 0.0082 0.0486 -0.0259
H 3.909147 5.268184 0.092103 -0.0585 0.0352 -0.0157
H 2.384403 3.768975 2.309484 0.0150 0.0123 -0.0318
H 1.981939 5.364736 1.725107 0.0480 -0.0284 -0.0221
H 3.495042 5.114655 2.601207 0.0000 -0.0257 0.0055
H 0.473281 4.923808 -2.186478 -0.0753 -0.1131 0.0154
H 3.092073 6.406416 -1.678880 -0.0121 -0.0228 0.0217
H 1.647411 7.155056 -2.362536 0.0111 -0.0285 0.0243
H 2.427337 5.831267 -3.210811 0.0048 -0.0385 -0.0937
H 1.288795 6.598080 0.215175 -0.0182 -0.0149 -0.0440
H 0.060947 5.329339 0.393727 0.0042 0.0124 -0.1094
H -0.201355 6.664432 -0.727437 0.0446 -0.0023 0.0109
H 2.880049 2.639660 -3.243834 -0.0208 0.0005 -0.0362
H 5.056091 1.835713 -1.240105 0.0336 0.0373 -0.0015
H 4.940794 1.304328 -2.907862 -0.0399 0.0169 0.0563
H 3.725488 0.790244 -1.736787 -0.0243 0.0304 -0.0158
H 5.099263 4.360851 -1.970760 -0.0386 -0.0420 -0.0192
H 4.078780 4.815173 -3.324331 -0.0797 0.0921 -0.0523
H 5.271154 3.545226 -3.524544 -0.0124 -0.0079 0.0377

Entry 2:
58
Properties=species:S:1:pos:R:3:forces:R:3 method="wB97M-V/def2-TZVPD" relative_energy_ev=5.353 smiles="Cc1ccc(S(=O)(=O)N2CCN(C(=O)c3ccc(N4CCCC4)c([N+](=O)[O-])c3)CC2)cc1" homo_ev=-8.152 total_energy_ev=-50266.428 spin_multiplicity=1 homo_lumo_gap_ev=8.09
C -9.225198 -1.072470 0.478349 -0.0317 0.0503 0.0174
C -7.870053 -0.447860 0.359987 0.0756 0.0218 -0.0950
C -7.038992 -0.346950 1.472871 0.1167 0.0817 -0.0534
C -5.795649 0.250000 1.373355 -0.0621 -0.0194 0.1508
C -5.382334 0.749209 0.153459 0.4836 0.2280 -0.1758
S -3.768311 1.502303 0.047158 -0.0435 -0.5303 0.2211
O -3.573252 2.009498 -1.284757 -0.2259 -0.1772 -0.0670
O -3.579392 2.404126 1.144481 -0.0159 -0.0836 0.2198
N -2.799454 0.154778 0.357639 -0.8063 0.7936 0.0492
C -1.513199 0.451477 0.949217 0.4537 0.5200 0.1678
C -0.497177 0.918497 -0.104192 -0.0456 0.0514 0.5169
N -0.409988 -0.072367 -1.152729 -0.1319 0.1142 -0.1426
C 0.593339 -0.971124 -1.310665 0.1583 0.0793 -0.0354
O 0.462033 -1.986480 -1.972938 0.0314 -0.2647 0.0194
C 1.908384 -0.637125 -0.688899 0.3125 -0.0428 0.0331
C 2.571759 -1.596099 0.083068 -0.1016 0.2076 -0.1874
C 3.841473 -1.377751 0.547974 0.0042 0.0043 0.0556
C 4.563141 -0.192764 0.260644 -0.1578 0.1762 -0.1901
N 5.883874 -0.134643 0.532688 0.0872 0.0092 0.1912
C 6.769429 0.969969 0.222993 0.2897 0.7136 0.0110
C 8.156147 0.498282 0.648688 -0.0999 -0.1529 -0.1359
C 8.071376 -1.012601 0.475937 -0.0714 0.0743 0.1043
C 6.642237 -1.315322 0.916785 0.1506 -0.3747 0.1708
C 3.820909 0.820709 -0.400465 -0.5874 -1.1301 0.0196
N 4.225730 2.181721 -0.506661 0.2829 0.8334 0.0584
O 4.712400 2.704227 0.486953 -0.2898 0.1289 -0.0245
O 3.994472 2.775615 -1.544108 0.0649 0.0842 -0.0960
C 2.547537 0.564016 -0.911869 0.0764 -0.1172 0.1081
C -1.686812 -0.323878 -1.792015 -0.2315 -0.2714 -0.2714
C -2.716136 -0.773882 -0.750818 0.0597 -0.1881 -0.5682
C -6.189017 0.663731 -0.964076 0.1000 0.1169 -0.1251
C -7.431966 0.064221 -0.857157 0.0164 -0.0135 0.1321
H -9.531759 -1.519181 -0.464023 -0.0609 -0.0559 -0.0341
H -9.236561 -1.833877 1.254103 -0.0509 -0.0702 0.0311
H -9.958795 -0.311008 0.743949 -0.0974 -0.0042 0.0179
H -7.372606 -0.738859 2.422390 -0.0183 -0.0436 0.1000
H -5.139754 0.343844 2.223596 0.0287 -0.0555 0.1821
H -1.677943 1.233650 1.690250 0.2064 -0.1091 0.0854
H -1.149344 -0.455727 1.444030 -0.0506 0.0541 -0.0293
H 0.474407 1.068184 0.364900 -0.1397 0.0446 -0.0564
H -0.846255 1.862065 -0.537480 0.1287 0.0017 0.0399
H 2.069906 -2.525351 0.305467 -0.0199 -0.1272 0.0117
H 4.300216 -2.134908 1.160900 0.0985 -0.0601 0.0101
H 6.473668 1.875492 0.762757 0.2255 -0.3073 -0.2306
H 6.732150 1.189180 -0.852915 0.0038 0.0365 0.0355
H 8.942664 0.952092 0.050771 0.0241 0.0615 0.0239
H 8.328043 0.746521 1.696369 0.0127 0.0369 0.0232
H 8.807757 -1.551768 1.067251 0.0135 -0.0732 -0.0167
H 8.201500 -1.279447 -0.573518 -0.0027 -0.0353 -0.0208
H 6.254837 -2.206475 0.419612 -0.0342 0.0320 0.0807
H 6.590035 -1.460711 2.002620 -0.0031 -0.1350 -0.0463
H 2.068760 1.352319 -1.474556 -0.0376 0.0541 -0.0057
H -1.539088 -1.099796 -2.544632 -0.0711 0.1280 0.0788
H -2.031785 0.601965 -2.260539 0.0760 -0.1476 -0.0044
H -3.707641 -0.842287 -1.200368 0.0380 -0.2111 -0.0878
H -2.437043 -1.753776 -0.349394 -0.0693 0.0571 -0.0318
H -5.832940 1.073085 -1.896543 -0.0080 0.0198 -0.1422
H -8.069719 -0.006298 -1.725891 -0.0542 -0.0142 -0.0927

Entry 3:
38
Properties=species:S:1:pos:R:3:forces:R:3 method="wB97M-V/def2-TZVPD" homo_ev=-4.187 total_energy_ev=-36953.018 spin_multiplicity=1 homo_lumo_gap_ev=5.09 charge=-1
C 3.742674 -1.453759 -1.871926 0.3569 -0.0791 -0.0217
C 2.921869 -0.265506 -1.392927 -1.1582 0.1271 0.2857
C 1.507860 -0.447947 -1.524528 0.0546 0.2815 -0.1169
C 0.523815 0.562821 -1.303770 1.0449 -0.9707 0.2915
C -0.891007 0.110665 -1.549873 -0.6835 0.1774 0.2467
C -1.256365 -1.237109 -1.439114 -0.2461 0.0447 -0.1115
C -2.589560 -1.630183 -1.561111 0.0350 0.5277 -0.0277
C -3.574603 -0.651333 -1.742791 0.0837 0.1458 0.0834
C -3.224546 0.709310 -1.821950 0.1491 -0.5118 -0.0577
C -1.885219 1.082541 -1.746641 0.0095 -0.3227 -0.0279
O 0.720415 1.704235 -0.846965 -0.3796 -0.0626 -0.2365
O 3.448979 0.744501 -0.918528 0.6418 -0.1702 0.0060
H 3.153802 -2.377384 -1.900893 0.0845 0.2019 0.0225
H 4.106629 -1.252989 -2.886901 0.0357 -0.0049 0.1479
H 4.595598 -1.595989 -1.206382 0.0474 0.0313 -0.0933
H 1.209601 -1.434851 -1.870666 -0.0641 0.4222 -0.1259
H -0.492530 -1.988898 -1.243033 -0.2674 0.2172 -0.0264
H -2.836565 -2.692094 -1.502432 -0.0842 0.3441 0.0335
H -4.621092 -0.945613 -1.796786 0.1527 0.0689 -0.0266
H -3.985822 1.480976 -1.941752 0.0942 -0.2842 -0.0069
H -1.587604 2.127678 -1.840334 -0.0148 -0.2894 0.1956
O -3.180158 1.668991 2.754351 1.6127 -1.7262 -0.2480
N -2.536311 0.610850 2.697015 -2.1603 -0.7897 0.5808
O -3.030196 -0.505874 2.978464 0.9298 1.7577 -0.4814
C -1.131851 0.612174 2.310025 0.8734 0.3198 -0.0695
C -0.379468 -0.548756 2.261061 -0.9940 0.5635 -0.2197
C 0.998048 -0.483541 1.955902 -0.0718 1.5971 -0.1250
N 1.712331 -1.640533 1.500604 2.2270 -1.8803 -0.8063
O 1.103836 -2.701541 1.252834 0.7414 2.1138 0.7203
O 2.943772 -1.487508 1.327070 -2.4399 -0.5698 0.5670
C 1.662693 0.736024 1.883378 -0.8216 -0.2084 -0.6126
N 0.888247 1.853771 1.905660 -0.7660 0.2906 0.3220
N 1.303508 3.128334 1.637881 -1.1770 0.4024 -0.0611
N 0.215439 3.853024 1.547962 1.0263 -1.8095 0.4321
N -0.909946 3.132043 1.767540 0.7071 -1.2548 0.4890
C -0.501779 1.869064 2.014983 0.4129 1.1723 -0.6110
H -0.865327 -1.507657 2.418609 0.1022 0.1807 -0.0822
H 2.720835 0.862053 1.695956 -0.0947 -0.0534 -0.2282